74
Properties=species:S:1:pos:R:3:forces:R:3 method="wB97M-V/def2-TZVPD" spin_multiplicity=3 e_above_lowest_kcal_mol=32.0 homo_energy_ev="-9.020 / -10.394" s_squared=2.02 energy_ev=-167801.48185 lumo_ev="-3.56 / -4.12" orbital_gap_ev="5.46 / 6.28" charge=+1
W -0.04772 1.04407 -0.95720 0.005 -0.005 -1.994
Br -0.49540 -5.60768 2.43166 0.005 -0.039 0.041
S 2.02356 1.76062 -2.60873 -0.390 -0.216 0.300
S -0.51855 0.12563 -3.43907 0.113 -0.038 0.348
P -1.44766 -1.18124 0.90287 0.425 -0.410 -0.100
P -3.45609 0.22023 -0.67553 0.094 -0.185 -0.030
O 1.40995 1.68508 0.10820 0.518 -0.165 0.933
O -1.18080 -2.06341 -0.35450 0.137 -0.251 0.042
O -0.36912 -0.10739 0.88932 -0.508 -0.104 -0.194
O -2.01059 0.55526 -1.07274 -0.472 0.303 0.053
O -3.85281 -1.93963 0.88811 -0.077 0.114 0.096
O -4.14640 1.61743 -0.33184 -0.019 0.022 -0.048
O -1.24153 -2.09187 2.16870 0.057 0.358 0.302
O -4.29259 -0.62735 -1.53690 0.048 0.035 0.097
N -0.07449 3.10939 -3.33437 -0.188 -0.071 -0.115
N -0.97235 2.53003 0.35052 -0.325 0.121 0.061
N -1.96538 -2.27713 -3.00465 0.051 0.125 -0.028
N -0.60297 2.74360 -2.11764 -0.187 0.127 0.180
N 5.07587 -3.22947 1.84876 -0.423 -0.063 1.059
N 1.36220 -0.63731 -1.04363 0.440 0.257 0.496
N 5.25257 -2.01288 1.72130 0.460 0.169 -1.334
N 1.66214 3.17684 -4.82285 0.077 -0.072 0.067
C 1.55970 -3.72636 2.98516 0.021 0.004 -0.052
C -2.61265 4.17157 1.85940 -0.013 -0.009 -0.001
C -1.81399 3.41537 -0.27189 0.146 0.126 -0.168
C -3.55760 0.12656 2.15786 0.010 -0.074 0.056
C 2.34038 -0.44710 -0.09956 0.283 0.072 0.064
C -1.62445 3.50862 -1.65810 -0.099 0.211 0.227
C 3.30821 -1.40811 0.20977 0.250 -0.191 -0.171
C 3.33753 1.13528 1.40110 0.538 0.179 0.226
C -2.38401 4.41752 -2.56058 -0.040 -0.006 0.021
C -1.65105 3.35487 2.47746 -0.022 0.069 0.045
C 4.30442 0.16193 1.73823 -0.185 0.304 0.283
C -2.68801 4.20692 0.49440 -0.117 0.118 0.082
C -1.42928 -1.26856 -3.18784 -0.068 -0.012 -0.020
C 4.25504 -1.10575 1.23459 -0.222 -0.202 0.449
C 3.34473 -2.55506 -0.61544 0.119 -0.025 0.135
C 1.39283 -1.74517 -1.74308 -0.047 -0.407 -0.259
C 2.21599 -5.56615 1.57012 0.095 -0.047 -0.048
C 2.36379 0.82786 0.50719 -0.291 -0.279 -0.047
C 3.75492 -3.77275 2.01329 0.057 0.013 -0.322
C 2.39436 -2.71562 -1.57435 -0.210 0.001 -0.169
C 3.48186 -5.00851 1.44936 -0.056 -0.121 -0.127
C 1.14937 2.74499 -3.66276 0.153 0.111 -0.224
C 2.80454 -3.14954 2.81381 0.076 0.044 0.165
C 1.25800 -4.90540 2.31874 -0.011 0.106 0.010
C -0.86960 2.55171 1.68592 0.142 -0.025 0.052
C -3.18960 -0.67306 0.91928 0.056 0.006 -0.115
H -5.05962 1.61617 -0.65064 -0.020 0.005 0.033
H 5.08964 0.38827 2.44935 -0.065 0.061 -0.002
H 1.12819 3.71040 -5.48698 0.012 0.051 0.021
H -3.39701 4.85264 -0.00313 0.018 0.003 0.043
H 4.25570 -5.51446 0.88369 -0.030 -0.010 0.028
H -1.52840 3.33944 3.55095 0.021 -0.010 -0.039
H -1.78522 5.28146 -2.86899 -0.017 -0.013 -0.031
H 3.37654 2.13536 1.81521 0.034 -0.076 0.044
H -1.98778 -2.68416 2.35411 0.063 -0.063 -0.070
H 0.82910 -3.25810 3.62498 -0.085 0.053 0.002
H -1.84900 -2.60700 -0.79903 -0.160 0.101 -0.103
H 2.56355 2.83368 -5.10325 -0.015 -0.022 -0.061
H 4.13861 -3.28368 -0.51259 -0.056 0.086 0.017
H -2.96653 1.04032 2.22118 -0.032 -0.001 0.005
H 1.98193 -6.50803 1.09258 0.010 0.022 0.004
H 3.05386 -2.23045 3.32943 -0.058 -0.008 -0.028
H -2.72719 3.88424 -3.45295 0.005 0.026 -0.003
H -4.61090 0.40067 2.11081 0.009 -0.017 0.003
H 2.39315 -3.58238 -2.21979 -0.036 0.039 -0.023
H -0.64916 3.66496 -3.94860 -0.067 -0.055 -0.064
H 0.62764 -1.88118 -2.48566 0.000 -0.104 0.015
H -0.12785 1.89432 2.11177 -0.014 -0.080 0.013
H -3.39118 -0.46682 3.05814 -0.004 0.010 -0.023
H -4.36958 -1.97908 0.06210 0.050 0.013 -0.053
H -3.26903 4.80419 -2.06420 0.004 0.003 -0.022
H -3.27670 4.78035 2.45961 0.028 0.010 -0.034